Computed, not measured: 2 unconnected molecules or ions with the total composition C4H14N2, with wB97M-V/def2-TZVPD.

Output
Structure (SMILES) ... CCCN.CN
Energy above the lowest of the compared OMol25 structures with the same formula, charge and spin ... 93.75 kJ/mol
Total charge ... 0
Calculated total energy ... -270.259857 hartree
HOMO-LUMO gap ... 9.898 eV
LUMO energy ... 1.04 eV
HOMO energy ... -8.9 eV

Last column: natural (NBO) charge in e.
Element x y z (Å)
C (-1.3094, 1.4841, 0.1563)  -0.619
C (-0.7412, 0.5544, -0.9111)  -0.445
C (0.7735, 1.0371, -1.4267)  -0.207
N (1.7806, 1.0911, -0.4179)  -0.833
H (-2.3734, 1.3189, 0.2915)  0.215
H (-1.1586, 2.5291, -0.1175)  0.199
H (-0.8144, 1.3248, 1.1150)  0.194
H (-0.9628, -0.4876, -0.6816)  0.220
H (-1.3229, 0.6875, -1.8258)  0.194
H (1.0678, 0.3286, -2.2029)  0.187
H (0.6385, 2.0327, -1.8559)  0.190
H (1.8769, 0.1801, 0.0506)  0.357
H (1.5210, 1.7575, 0.3017)  0.350
C (0.5481, -1.5445, 1.1287)  -0.442
N (-0.5830, -2.4312, 0.8881)  -0.846
H (0.2585, -0.8043, 1.8730)  0.190
H (1.4248, -2.0629, 1.5492)  0.179
H (0.5873, -0.9610, 0.1207)  0.209
H (-0.3247, -3.1464, 0.2156)  0.353
H (-0.8864, -2.8881, 1.7489)  0.354

Computed, not measured: a gas-phase ion, C4H14N2 (charge +2), with wB97M-V/def2-TZVPD.

Output
Structure (SMILES) ... C[C@@H]([NH3+])CC[NH3+]
Energy above the lowest of the compared OMol25 structures with the same formula, charge and spin ... 209.49 kJ/mol
Total charge ... +2
Calculated total energy ... -269.627890 hartree
HOMO-LUMO gap ... 13.247 eV
LUMO energy ... -7.15 eV
HOMO energy ... -20.4 eV

Last column: natural (NBO) charge in e.
Element x y z (Å)
C (0.1068, 0.9134, -1.8095)  -0.666
C (-0.4916, 0.4786, -0.4523)  0.025
N (-1.9983, 0.2024, -1.1407)  -0.758
C (0.0162, -0.7154, 0.2114)  -0.502
C (1.3984, -0.6148, 0.8947)  -0.249
N (1.2457, -0.4228, 2.3306)  -0.695
H (1.0510, 1.5618, -1.7504)  0.280
H (0.2617, 0.1205, -2.4089)  0.233
H (-0.5328, 1.7697, -2.2044)  0.247
H (-0.8197, 1.2897, 0.2736)  0.239
H (-2.7910, -0.1974, -0.5216)  0.463
H (-1.9179, -0.3301, -2.1391)  0.474
H (-2.3017, 1.1324, -1.4495)  0.446
H (-0.0538, -1.6958, -0.3564)  0.281
H (-0.7598, -1.0468, 1.0187)  0.236
H (1.8658, -1.7090, 0.7084)  0.284
H (2.0539, 0.2164, 0.5215)  0.264
H (2.1829, -0.2397, 2.8083)  0.477
H (0.6657, 0.4773, 2.5970)  0.458
H (0.8184, -1.1906, 2.8687)  0.462